Entry 1:
A structure of composition C32H33N7O7Zr. Source: the Open Molecules 2025 dataset; level of theory: ωB97M-V/def2-TZVPD.

Values from the calculation:
Maximum force in Eh/bohr: 0.020
Relative energy (zero: lowest compared OMol25 entry of this formula, charge and spin) in eV: 0.000
Calculated total energy in Ha: -2195.86042
HOMO level in eV: -14.25

ORCA input file:
```
! RIJCOSX wB97M-V def2-TZVPD def2/J DEFGRID3
* xyz 2 1
Zr -0.37092 -1.00334 0.16757
C -1.84399 0.86680 -3.82957
C -2.57556 1.97865 -3.46315
C -2.52296 2.40305 -2.14228
C -1.75557 1.69590 -1.23179
N -1.10925 0.56039 -1.57008
C -1.14802 0.17967 -2.84896
C -1.49801 2.19896 0.13683
C -1.85345 3.47833 0.55113
C -1.41132 3.94121 1.77794
C -0.60370 3.13502 2.56278
C -0.31434 1.86342 2.10448
N -0.77998 1.38783 0.92343
C 0.53706 0.88604 2.80201
C 1.66883 1.03411 3.50431
C 2.57718 -0.02030 3.98138
C 2.84420 -1.29118 3.62212
C 2.36921 -2.18367 2.51541
N 0.23018 -0.37955 2.30957
H -1.82801 0.50617 -4.84794
H -3.16904 2.51986 -4.18752
H -3.07062 3.28086 -1.83611
H -0.61040 -0.72521 -3.08981
H -2.44709 4.12209 -0.07866
H -1.68214 4.93381 2.11222
H -0.22701 3.46935 3.51910
H 1.96561 2.04393 3.76535
H 3.18578 0.33692 4.80545
H 3.60386 -1.77757 4.22908
H 3.07055 -2.30911 1.69585
O -1.44927 -4.25680 -0.80786
C -1.53141 -3.13949 -1.47778
O -0.54285 -2.36833 -1.50817
C -2.71123 -3.06404 -2.42383
O -3.34871 -1.82130 -2.46132
C -4.26880 -1.53436 -1.41333
C -3.59303 -1.22606 -0.07379
O -4.13601 -0.57498 0.78308
O -2.35947 -1.67480 -0.03168
H -0.64117 -4.24419 -0.25727
H -3.39049 -3.89218 -2.20381
H -2.28457 -3.22366 -3.41780
H -4.99335 -2.34325 -1.27195
H -4.81084 -0.64930 -1.74144
O 1.71789 -3.44702 2.88288
C 0.96179 -2.48559 2.25028
O 0.45796 -2.64215 0.99236
C 0.06775 -1.59326 3.07292
C 0.01081 -1.66246 4.52530
C -0.93955 -1.00165 5.19999
C -2.01106 -0.33526 4.49832
C -2.12353 -0.40348 3.16695
N -1.11138 -0.99569 2.36858
H 0.72435 -2.31611 5.00520
H -0.98667 -1.06348 6.27861
H -2.81806 0.11200 5.06261
H -2.99963 -0.12349 2.59597
C 2.27738 2.95660 -2.63513
C 1.96087 3.02518 -1.15505
N 1.78546 1.67314 -0.63560
C 2.06938 0.51656 -1.27049
N 1.62742 -0.62547 -0.71806
C 2.39149 -1.80144 -1.19873
C 2.44317 -1.82806 -2.71259
C 3.16797 -0.58922 -3.18977
N 2.78198 0.58361 -2.39907
C 3.31568 1.87265 -2.84821
H 2.65025 3.91878 -2.98188
H 1.37938 2.71680 -3.20980
H 1.04587 3.59420 -0.97304
H 2.77417 3.51824 -0.61789
H 1.47341 1.56428 0.31181
H 1.92928 -2.70110 -0.80864
H 3.40684 -1.75780 -0.78827
H 1.42598 -1.86308 -3.10663
H 2.96358 -2.71533 -3.07163
H 2.95458 -0.37558 -4.23799
H 4.24974 -0.71624 -3.09432
H 3.56522 1.76895 -3.90216
H 4.24034 2.10231 -2.31002
*
```

Entry 2:
An isolated molecule of C5H10N2O. Source: the Open Molecules 2025 dataset; level of theory: ωB97M-V/def2-TZVPD.

Values from the calculation:
Maximum force in Eh/bohr: 0.078
Relative energy (zero: lowest compared OMol25 entry of this formula, charge and spin) in eV: 5.131
Calculated total energy in Ha: -381.09688
HOMO level (spin up / spin down) in eV: -7.63 / -7.70

ORCA input file:
```
! RIJCOSX wB97M-V def2-TZVPD def2/J DEFGRID3
* xyz 0 1
C -1.64376 -0.03195 0.30057
C -1.47766 0.07409 -1.23608
C -0.33327 -0.30097 0.97302
C -0.15610 0.52397 2.12967
C 2.00483 -0.17405 -0.88180
N -0.09905 -0.18464 -1.64402
N 0.74184 0.44077 -0.85267
O -2.68755 0.24030 0.85266
H -2.00774 -0.56597 -1.83081
H -1.56996 1.08511 -1.43875
H 0.23096 -1.27028 0.67545
H 0.07890 1.48353 1.88030
H 0.65014 0.23235 2.73851
H -1.12188 0.59105 2.58266
H 1.99220 -1.22264 -0.83719
H 2.55047 0.26873 -1.76806
H 2.70905 -0.04393 0.06570
H 0.13859 -1.14547 -1.70918
*
```